(1)
Formula: C4H18O4
Source: the OMol25 dataset
Level of theory: wB97M-V/def2-TZVPD

Properties
HOMO level (eV): -10.662
LUMO level (eV): 0.62
SMILES string: CC(C)C.O.O.O.O
Total charge: 0
Energy above the lowest of the compared OMol25 structures with the same formula, charge and spin (kcal/mol): 21.8

Element x y z (Å)
C1 1.45 -0.35 -1.33
C2 0.54 -0.42 -0.11
C3 0.23 -1.90 0.16
C4 1.26 0.17 1.14
H1 1.62 0.64 -1.76
H2 2.42 -0.76 -1.06
H3 1.09 -0.93 -2.16
H4 -0.36 0.18 -0.31
H5 -0.27 -2.08 1.11
H6 1.11 -2.52 -0.01
H7 -0.51 -2.21 -0.60
H8 2.21 0.64 0.84
H9 0.56 0.86 1.61
H10 1.70 -0.57 1.80
H11 1.32 -1.99 3.74
H12 1.59 -3.34 3.33
O1 1.06 -2.57 3.02
H13 0.78 2.22 -3.09
H14 -0.08 2.28 -1.85
O2 -0.13 2.07 -2.78
H15 -3.27 -0.28 -0.10
H16 -2.61 0.80 0.73
O3 -3.29 0.14 0.78
H17 -3.15 3.39 -0.34
H18 -2.67 3.59 -1.74
O4 -2.60 2.97 -1.01

(2)
Formula: C4H11N3
Source: the OMol25 dataset
Level of theory: wB97M-V/def2-TZVPD

Properties
HOMO level (spin up / spin down) (eV): -7.721 / -7.698
LUMO level (spin up / spin down) (eV): -0.44 / -0.46
Total charge: 0
Energy above the lowest of the compared OMol25 structures with the same formula, charge and spin (kcal/mol): 131.3

Element x y z (Å)
C1 0.99 -0.93 -0.96
C2 -0.54 1.10 0.38
C3 1.37 0.43 -0.98
C4 -0.14 -0.62 0.40
N1 0.70 -0.73 1.57
N2 -1.44 1.35 -0.71
N3 -1.31 -1.22 0.28
H1 0.88 -1.71 1.76
H2 0.34 -0.23 2.37
H3 -1.22 -2.13 -0.16
H4 -2.08 0.57 -0.76
H5 -1.95 2.21 -0.58
H6 0.38 -1.27 -1.78
H7 1.74 -1.65 -0.66
H8 -1.03 1.07 1.37
H9 0.23 1.87 0.47
H10 0.91 1.12 -1.67
H11 2.16 0.78 -0.34

(3)
Formula: C59H48FGeN2O3P3PbS
Source: the OMol25 dataset
Level of theory: wB97M-V/def2-TZVPD

Properties
HOMO level (spin up / spin down) (eV): -9.758 / -9.759
LUMO level (spin up / spin down) (eV): -3.80 / -4.10
Total charge: +1
Multiplicity: 2

Element x y z (Å)
Pb1 -0.99 -1.18 -0.85
F1 2.64 3.23 0.15
Ge1 1.92 1.72 0.79
C1 3.01 0.65 -0.55
C2 4.31 0.85 -0.08
C3 5.41 0.15 -0.56
C4 5.20 -0.82 -1.54
C5 3.92 -0.98 -2.04
C6 2.82 -0.23 -1.60
P1 1.54 -0.66 -2.89
C7 -0.17 0.08 -2.98
C8 -1.13 -0.91 -3.20
C9 -2.35 -0.63 -3.82
C10 -2.61 0.66 -4.25
C11 -1.67 1.67 -4.03
C12 -0.47 1.38 -3.40
C13 2.22 0.48 -4.18
C14 2.74 1.73 -3.88
C15 3.08 2.61 -4.89
C16 2.91 2.25 -6.22
C17 2.41 0.99 -6.53
C18 2.07 0.11 -5.51
C19 2.82 1.22 2.48
C20 3.68 2.01 3.24
C21 4.22 1.52 4.42
C22 3.90 0.23 4.86
C23 3.04 -0.55 4.11
C24 2.50 -0.05 2.92
P2 1.34 -0.99 1.88
C25 2.35 -2.34 1.19
C26 1.70 -3.29 0.39
C27 2.40 -4.33 -0.19
C28 3.77 -4.42 0.00
C29 4.43 -3.47 0.76
C30 3.72 -2.43 1.36
C31 0.37 -1.79 3.21
C32 0.46 -3.13 3.55
C33 -0.26 -3.63 4.63
C34 -1.07 -2.78 5.38
C35 -1.17 -1.44 5.03
C36 -0.46 -0.95 3.95
C37 0.36 2.69 1.63
C38 0.89 3.83 2.25
C39 0.16 4.55 3.18
C40 -1.10 4.10 3.56
C41 -1.64 2.99 2.93
C42 -0.93 2.31 1.94
P3 -1.77 0.99 0.97
C43 -3.39 0.74 1.76
C44 -4.42 1.69 1.81
C45 -5.62 1.38 2.42
C46 -5.81 0.13 3.01
C47 -4.80 -0.81 2.97
C48 -3.59 -0.52 2.34
C49 -2.09 1.89 -0.60
C50 -3.29 2.59 -1.18
C51 -3.05 3.52 -2.30
C52 -1.75 4.08 -2.59
C53 -0.68 3.41 -2.16
C54 -0.84 2.15 -1.46
H1 4.50 1.59 0.68
H2 6.39 0.35 -0.17
H3 6.02 -1.42 -1.91
H4 3.77 -1.71 -2.83
H5 -0.88 -1.94 -2.96
H6 -3.06 -1.42 -4.00
H7 -3.52 0.88 -4.79
H8 -1.85 2.67 -4.41
H9 0.26 2.16 -3.29
H10 2.89 2.03 -2.84
H11 3.48 3.59 -4.65
H12 3.16 2.94 -7.01
H13 2.29 0.70 -7.56
H14 1.67 -0.87 -5.76
H15 3.94 3.01 2.91
H16 4.88 2.14 5.01
H17 4.31 -0.15 5.78
H18 2.77 -1.55 4.45
H19 0.62 -3.20 0.24
H20 1.88 -5.07 -0.78
H21 4.33 -5.24 -0.44
H22 5.50 -3.53 0.90
H23 4.25 -1.69 1.95
H24 1.11 -3.80 2.98
H25 -0.19 -4.68 4.89
H26 -1.61 -3.17 6.23
H27 -1.80 -0.78 5.61
H28 -0.52 0.11 3.69
H29 1.88 4.16 1.99
H30 0.60 5.43 3.64
H31 -1.66 4.62 4.33
H32 -2.62 2.65 3.22
H33 -4.27 2.68 1.41
H34 -6.42 2.12 2.45
H35 -6.74 -0.09 3.51
H36 -4.93 -1.78 3.43
H37 -2.80 -1.26 2.30
H38 -4.23 2.64 -0.66
H39 -3.94 4.04 -2.66
H40 -1.69 5.00 -3.15
H41 0.33 3.78 -2.32
H42 0.07 1.75 -1.04
N1 -3.56 -1.17 -0.82
C55 -4.00 -1.78 -2.09
C56 -3.38 -3.16 -2.22
O1 -3.92 -4.06 -2.83
N2 -2.15 -3.23 -1.59
C57 -1.78 -4.38 -0.98
C58 -1.91 -4.03 0.79
O2 -2.24 -5.01 1.37
O3 -1.63 -2.85 1.02
H43 -3.82 -1.78 -0.04
H44 -4.02 -0.29 -0.66
H45 -3.65 -1.16 -2.92
H46 -5.08 -1.88 -2.17
H47 -0.71 -4.60 -1.00
H48 -2.41 -5.25 -1.15
S1 -3.24 1.64 -2.81
C59 -1.80 1.03 -1.84

(4)
Formula: CH4S
Source: the OMol25 dataset
Level of theory: wB97M-V/def2-TZVPD

Properties
HOMO level (spin up / spin down) (eV): -17.737 / -19.288
LUMO level (spin up / spin down) (eV): -4.68 / -9.66
Total charge: +1
Multiplicity: 2
Energy above the lowest of the compared OMol25 structures with the same formula, charge and spin (kcal/mol): 0.7

Element x y z (Å)
C1 0.83 0.80 0.07
S1 -0.36 -0.47 0.02
H1 1.79 0.32 0.15
H2 0.74 1.64 0.79
H3 0.78 1.52 -0.76
H4 -1.27 0.23 -0.69